No. 1
Density functional theory data (ωB97M-V/def2-TZVPD) for a 2-piece molecular cluster, C3H9N2O2 overall.

For the maximum force, the calculation gives 3.893 eV Å⁻¹. The orbital gap comes out at 9.7 eV. Its charge is +1. The energy above the lowest of the compared OMol25 structures with the same formula, charge and spin is 60.8 kcal per mole. The LUMO energy is -5.2 eV. As for the HOMO energy: -14.96 eV.

Each line ends with the Löwdin charge.
Cartesian coordinates (Å):
O 0.90 1.46 2.46  -0.03
O 1.27 0.30 -2.54  0.14
N -0.48 -1.20 -2.14  0.19
N -0.23 0.09 0.57  0.08
C 0.20 0.50 -0.56  0.07
C 0.27 -0.20 -1.83  -0.46
C -1.25 -0.98 0.80  0.03
H -2.10 -0.45 1.10  0.09
H -0.96 -1.58 1.76  0.14
H -1.38 -1.53 -0.09  0.06
H 0.09 0.56 1.41  0.06
H 0.77 0.97 3.26  0.06
H 0.98 1.39 -0.59  0.21
H 0.99 2.36 2.88  0.13
H -0.28 -1.57 -3.14  0.13
H 1.22 -0.11 -3.36  0.10

No. 2
Density functional theory data (ωB97M-V/def2-TZVPD) for a 6-piece molecular cluster, C43H86N4O11 overall.

For the maximum force, the calculation gives 5.904 eV Å⁻¹. The orbital gap comes out at 8.3 eV. The LUMO energy is -0.1 eV. As for the HOMO energy: -8.38 eV.

Each line ends with the Löwdin charge.
Cartesian coordinates (Å):
O 3.74 -1.69 6.24  -0.06
O -0.57 0.11 3.32  -0.22
O -1.74 -0.60 -3.94  0.06
O -8.74 3.97 -1.33  -0.15
O -0.14 -4.58 -3.84  -0.20
O 0.10 4.70 0.68  -0.16
O 2.06 -3.05 0.65  -0.11
O 2.09 0.30 2.11  0.05
O 2.81 1.28 0.31  -0.02
O -4.58 2.17 1.92  -0.15
O 7.03 7.81 0.64  -0.14
N 0.86 -0.06 0.08  0.17
N -0.07 -1.74 -1.23  -0.03
N 3.96 -3.54 3.84  -0.06
N 2.24 -1.91 -0.09  -0.07
C 3.71 -5.64 -1.69  -0.11
C -4.44 -2.21 -1.92  -0.10
C 2.84 -2.78 6.00  -0.41
C -1.42 0.55 2.26  -0.22
C -0.81 -0.40 -3.22  -0.21
C -3.05 -2.08 -1.15  -0.24
C 6.39 5.60 1.21  -0.18
C 7.81 5.84 1.70  -0.18
C 1.00 -1.25 -0.42  -0.16
C 0.12 -1.57 -2.68  -0.09
C 1.94 5.64 1.84  -0.17
C 5.89 7.01 1.00  -0.21
C -5.49 1.44 -0.14  -0.17
C -5.02 3.32 1.20  -0.19
C 1.99 0.51 0.91  -0.65
C -9.19 5.12 -2.06  -0.20
C -0.61 -3.05 -0.81  -0.28
C 2.51 -2.79 2.00  -0.15
C 3.22 -2.04 -1.17  -0.27
C 0.44 5.70 1.65  -0.20
C 2.41 5.19 0.47  -0.17
C 2.90 -3.24 -2.19  -0.15
C 3.59 -0.70 -1.91  -0.04
C -0.04 -4.66 -5.27  -0.19
C -0.75 1.56 1.25  -0.10
C 8.22 7.05 0.89  -0.21
C -2.03 -3.22 -1.54  -0.16
C -0.31 0.81 -0.09  -0.10
C -0.57 -6.82 -4.48  -0.16
C -4.68 1.02 1.08  -0.21
C -0.19 1.18 4.18  -0.11
C -8.84 2.82 -2.19  -0.21
C -5.14 2.90 -0.26  -0.17
C -9.65 3.24 -3.40  -0.18
C 4.11 -4.25 -2.32  -0.23
C 1.31 4.24 0.06  -0.20
C 3.50 -3.96 5.18  -0.19
C 2.36 -3.29 7.42  -0.07
C -9.29 4.71 -3.52  -0.18
C 0.17 -6.13 -5.60  -0.17
C 3.08 -4.05 2.75  -0.18
C -0.29 -5.91 -3.30  -0.20
C -0.95 -3.13 0.75  -0.02
H -2.29 1.08 2.75  0.12
H 3.24 -5.49 -0.68  0.07
H 1.95 -2.36 5.46  0.14
H 1.24 -6.38 -5.55  0.12
H -0.25 -7.85 -4.30  0.12
H 2.37 6.59 2.16  0.11
H -7.83 2.52 -2.47  0.11
H 2.20 4.88 2.59  0.12
H -10.72 3.13 -3.19  0.12
H -0.84 2.07 3.99  0.10
H -3.31 -2.10 -0.06  0.10
H -6.00 3.62 1.60  0.12
H 3.28 -1.98 1.94  0.13
H 1.51 3.22 0.42  0.08
H 2.94 -6.17 -2.32  0.06
H 1.66 -2.36 2.61  0.13
H -8.48 5.94 -1.91  0.12
H 2.03 -3.83 -1.80  0.09
H -0.11 5.50 2.58  0.12
H -1.23 0.32 -0.47  0.10
H -8.32 4.82 -4.01  0.12
H 0.05 2.20 1.67  0.10
H 7.79 6.10 2.77  0.11
H 6.42 5.06 0.26  0.12
H -1.99 -3.51 0.90  0.08
H -9.31 1.99 -1.64  0.12
H 1.70 -2.53 7.92  0.08
H 4.18 -2.37 -0.67  0.14
H 0.78 -4.03 -5.61  0.12
H 3.23 -3.47 8.10  0.08
H 1.18 4.19 -1.03  0.12
H 3.94 -1.00 -2.94  0.09
H 1.16 -1.26 -2.97  0.11
H -5.14 0.19 1.62  0.12
H 5.14 7.08 0.21  0.11
H 4.27 -4.44 -3.42  0.10
H -5.26 -2.08 -1.16  0.07
H 5.78 5.03 1.91  0.11
H -10.16 5.42 -1.66  0.12
H -0.19 -6.39 -6.60  0.12
H -1.57 2.25 0.91  0.12
H -3.66 0.72 0.79  0.09
H -5.25 0.85 -1.03  0.10
H 4.42 -4.23 5.78  0.12
H 2.44 6.05 -0.21  0.11
H -0.28 -3.91 1.19  0.08
H 0.86 1.52 3.95  0.09
H -0.53 0.65 -2.87  0.12
H 4.66 -2.00 6.20  0.09
H 8.95 7.68 1.40  0.12
H 2.74 0.00 -2.07  0.07
H -5.87 3.49 -0.81  0.10
H -0.87 -2.14 1.26  0.07
H 2.83 -4.85 5.19  0.12
H -0.20 0.86 5.25  0.09
H -4.32 4.14 1.35  0.12
H -4.56 -1.33 -2.62  0.07
H 2.24 -4.67 3.13  0.11
H -4.56 -3.19 -2.43  0.07
H -0.01 -3.93 -1.12  0.12
H -0.05 1.63 -0.82  0.13
H -1.87 -0.35 1.76  0.11
H 3.72 -4.67 2.07  0.11
H 5.47 7.43 1.92  0.12
H -2.67 -1.05 -1.35  0.07
H 4.59 -6.32 -1.63  0.07
H 4.48 -0.25 -1.40  0.09
H 2.66 -2.81 -3.20  0.09
H 0.65 -6.17 -2.81  0.10
H 1.75 -4.23 7.31  0.08
H 8.47 4.99 1.57  0.11
H 3.40 4.73 0.47  0.11
H -4.17 3.01 -0.75  0.12
H 0.12 6.67 1.26  0.12
H -0.97 -4.29 -5.69  0.12
H 5.08 -3.84 -1.93  0.11
H -0.07 -2.50 -3.28  0.11
H -9.41 2.66 -4.29  0.11
H -1.93 -3.37 -2.64  0.10
H 8.64 6.75 -0.08  0.12
H -10.03 5.30 -4.07  0.11
H -1.64 -6.83 -4.69  0.12
H -6.56 1.33 0.07  0.12
H 3.96 -2.51 3.86  0.09
H -1.08 -5.91 -2.56  0.11
H -2.47 -4.17 -1.12  0.12

No. 3
Density functional theory data (ωB97M-V/def2-TZVPD) for a 4-piece molecular cluster, C29H32BrF3O5 overall.

For the maximum force, the calculation gives 2.422 eV Å⁻¹. The orbital gap comes out at 9.7 eV. The LUMO energy is 0.4 eV. As for the HOMO energy: -9.27 eV.

Each line ends with the Löwdin charge.
Cartesian coordinates (Å):
Br -9.03 -2.67 1.19  0.80
F 8.12 4.43 2.31  0.05
F 0.19 -1.03 -2.71  0.06
F 0.72 4.90 0.68  0.05
O -6.84 -4.23 -2.82  0.17
O -3.28 -0.97 0.78  0.10
O -8.03 -4.13 -0.86  0.02
O -6.22 -2.90 -1.09  0.07
O -3.90 0.21 -1.05  0.08
C -0.67 2.02 -0.99  -0.09
C 2.70 5.58 1.75  -0.02
C -5.18 -4.33 0.56  -0.09
C -5.64 -0.72 0.36  -0.07
C 2.05 4.73 0.88  -0.28
C 8.91 3.71 1.49  -0.28
C -7.01 -3.81 -1.70  -0.51
C 0.08 0.28 -2.43  -0.28
C 4.74 4.38 1.31  -0.09
C 9.23 2.53 -0.55  -0.08
C -3.95 -4.19 -0.34  -0.16
C 2.70 3.71 0.22  -0.01
C -0.56 0.67 -1.27  -0.01
C 10.22 3.46 1.87  -0.02
C -2.74 -4.94 0.17  -0.42
C -6.23 -3.21 0.32  -0.41
C -0.14 2.97 -1.86  -0.12
C 0.51 2.55 -3.02  -0.08
C 0.62 1.20 -3.31  -0.01
C 4.06 5.40 1.96  -0.08
C -5.91 -1.99 1.17  -0.12
C 8.40 3.26 0.29  -0.02
C 10.54 2.26 -0.19  -0.10
C 4.06 3.54 0.44  -0.07
C -4.17 -0.52 0.09  -0.47
C -7.63 -3.81 0.47  -0.58
C 11.03 2.73 1.03  -0.08
C -1.62 -4.78 -0.87  -0.07
C -2.22 -4.40 1.50  -0.07
H -1.98 -5.01 -1.86  0.08
H -1.35 -3.73 -0.89  0.08
H 5.80 4.24 1.48  0.07
H -1.54 -5.13 1.93  0.08
H 7.38 3.47 0.02  0.10
H 4.59 2.75 -0.08  0.10
H 2.16 6.37 2.25  0.12
H -0.22 4.02 -1.63  0.10
H -3.68 -3.16 -0.52  0.11
H -3.00 -4.25 2.24  0.06
H -5.66 -5.28 0.31  0.13
H 11.18 1.69 -0.85  0.10
H -5.05 -2.17 1.79  0.12
H -3.72 1.12 -0.82  0.11
H -6.72 -1.77 1.84  0.06
H -0.75 -5.37 -0.63  0.08
H 12.05 2.52 1.31  0.10
H -0.98 -0.08 -0.61  0.11
H 1.13 0.86 -4.20  0.12
H 2.15 3.06 -0.45  0.10
H 0.92 3.28 -3.70  0.11
H 10.58 3.84 2.82  0.12
H -4.91 -4.35 1.61  0.11
H 8.85 2.17 -1.50  0.11
H -6.18 -0.70 -0.57  0.12
H -7.63 -4.73 1.02  0.11
H -2.95 -6.00 0.32  0.13
H 4.59 6.05 2.64  0.11
H -5.95 0.13 0.96  0.14
H -1.64 -3.50 1.36  0.07
H -4.21 -4.60 -1.31  0.12
H -1.16 2.34 -0.08  0.11